# 1
{"formula": "C29H41OSi", "method": "wB97M-V/def2-TZVPD", "elements": ["C", "C", "C", "C", "C", "C", "C", "C", "C", "C", "C", "C", "C", "H", "H", "H", "H", "H", "H", "H", "H", "H", "H", "H", "C", "C", "C", "C", "Si", "C", "C", "C", "C", "C", "C", "C", "C", "C", "C", "C", "C", "O", "H", "H", "H", "H", "H", "H", "H", "H", "H", "H", "H", "H", "H", "H", "H", "H", "H", "H", "H", "H", "H", "H", "H", "H", "H", "H", "H", "H", "H", "H"], "coordinates": [[-1.596, 1.674, 2.845], [-1.160, 2.259, 4.111], [-0.727, 1.354, 5.126], [0.026, 1.799, 6.214], [0.328, 3.159, 6.343], [-0.245, 4.092, 5.461], [-1.073, 3.648, 4.420], [-2.678, 2.253, 2.038], [-3.637, 1.369, 1.481], [-4.505, 1.798, 0.473], [-4.497, 3.138, 0.067], [-3.646, 4.063, 0.698], [-2.747, 3.627, 1.676], [-1.553, 0.560, 2.820], [-0.956, 0.298, 5.025], [0.418, 1.076, 6.938], [0.971, 3.511, 7.157], [-0.036, 5.160, 5.561], [-1.610, 4.381, 3.826], [-3.660, 0.337, 1.819], [-5.167, 1.074, -0.019], [-5.179, 3.478, -0.722], [-3.642, 5.110, 0.403], [-2.034, 4.339, 2.093], [4.163, -3.812, 1.546], [2.816, -3.653, 0.855], [2.933, -3.012, -0.520], [1.554, -2.753, -1.171], [1.211, -0.935, -1.556], [2.537, -0.228, -2.707], [2.675, -1.008, -4.044], [2.371, -0.180, -5.285], [2.468, -0.978, -6.581], [-0.444, -0.818, -2.440], [-1.631, -1.371, -1.636], [-2.973, -1.243, -2.345], [-4.116, -1.764, -1.482], [1.016, 0.053, 0.017], [1.744, 0.073, 1.192], [1.181, 1.024, 2.041], [0.075, 1.572, 1.387], [0.022, 0.999, 0.139], [4.019, -4.264, 2.530], [4.852, -4.441, 0.974], [4.636, -2.833, 1.684], [2.323, -4.626, 0.756], [2.164, -3.044, 1.492], [3.527, -2.087, -0.441], [3.495, -3.681, -1.184], [1.503, -3.350, -2.094], [0.732, -3.105, -0.525], [2.289, 0.833, -2.883], [3.519, -0.237, -2.208], [3.703, -1.388, -4.110], [2.023, -1.895, -4.049], [1.359, 0.234, -5.212], [3.055, 0.675, -5.323], [2.254, -0.322, -7.429], [3.463, -1.412, -6.728], [1.739, -1.795, -6.594], [-0.590, 0.255, -2.638], [-0.364, -1.327, -3.414], [-1.455, -2.430, -1.401], [-1.687, -0.841, -0.676], [-3.151, -0.194, -2.612], [-2.943, -1.806, -3.285], [-5.061, -1.707, -2.032], [-3.947, -2.813, -1.206], [-4.222, -1.184, -0.556], [2.595, -0.587, 1.402], [1.505, 1.278, 3.042], [-0.329, 2.569, 1.458]], "lowdin_charge": [0.027, -0.194, -0.014, -0.056, -0.044, -0.042, 0.005, -0.211, -0.009, -0.053, -0.044, -0.045, -0.024, 0.144, 0.122, 0.119, 0.121, 0.118, 0.095, 0.119, 0.112, 0.120, 0.115, 0.098, -0.112, -0.294, -0.276, -0.230, 0.672, -0.233, -0.270, -0.285, -0.112, -0.243, -0.283, -0.273, -0.113, -0.183, -0.024, 0.007, -0.136, 0.010, 0.072, 0.079, 0.070, 0.116, 0.096, 0.091, 0.117, 0.087, 0.078, 0.083, 0.075, 0.115, 0.091, 0.106, 0.112, 0.072, 0.076, 0.074, 0.089, 0.091, 0.108, 0.095, 0.110, 0.114, 0.075, 0.078, 0.048, 0.121, 0.127, 0.134], "fmax_ev_per_a": 2.34, "spin_multiplicity": 1, "homo_ev": -11.81, "energy_ha": -1494.06659, "total_charge": 1}

***

# 2
{"formula": "C29H42AuBO7", "method": "wB97M-V/def2-TZVPD", "elements": ["C", "C", "C", "C", "H", "H", "C", "H", "H", "C", "H", "H", "C", "C", "C", "O", "O", "O", "O", "C", "H", "H", "H", "C", "H", "H", "H", "O", "H", "H", "C", "C", "H", "H", "H", "H", "H", "H", "Au", "C", "C", "C", "H", "C", "C", "H", "H", "H", "H", "C", "C", "C", "H", "C", "C", "H", "H", "H", "H", "C", "C", "C", "O", "B", "O", "C", "C", "C", "H", "H", "H", "H", "H", "H", "H", "H", "H", "H", "H", "H"], "coordinates": [[0.393, -1.055, -4.688], [0.239, -1.610, -3.229], [-0.048, 0.412, -4.690], [-0.734, 0.721, -3.315], [-0.760, 0.559, -5.509], [0.818, 1.072, -4.878], [-0.772, -0.738, -2.523], [1.242, -1.576, -2.773], [-0.095, -2.660, -3.292], [-1.127, -1.219, -0.979], [-1.742, -1.068, -2.955], [-1.799, 0.933, -3.524], [-0.120, 2.002, -2.857], [1.837, -1.206, -5.153], [-0.346, -1.809, -5.803], [-0.883, -1.251, -6.756], [2.801, -1.100, -4.407], [1.951, -1.479, -6.463], [-0.330, -3.146, -5.693], [-0.883, -3.763, -6.865], [-0.774, -4.836, -6.698], [-0.328, -3.446, -7.749], [-1.933, -3.492, -6.985], [3.300, -1.613, -6.892], [3.867, -0.706, -6.680], [3.232, -1.786, -7.962], [3.780, -2.458, -6.396], [-0.405, -1.091, 0.213], [-1.126, -2.330, -1.095], [-2.162, -0.875, -0.810], [-0.973, 2.961, -2.116], [1.312, 1.865, -2.504], [1.957, 2.571, -3.051], [1.693, 0.853, -2.728], [1.488, 2.034, -1.423], [-0.571, 3.121, -1.105], [-1.998, 2.578, -1.996], [-1.051, 3.947, -2.591], [-0.506, 0.577, 1.230], [-2.049, -1.524, 3.727], [-2.655, -1.345, 2.450], [-2.476, -2.545, 1.701], [-3.181, -0.452, 2.121], [-1.754, -3.465, 2.514], [-1.489, -2.831, 3.767], [-0.963, -3.263, 4.613], [-2.022, -0.787, 4.522], [-2.832, -2.726, 0.691], [-1.465, -4.473, 2.227], [2.573, -0.356, 1.920], [2.189, -1.175, 3.025], [1.716, -2.416, 2.509], [2.227, -0.891, 4.073], [1.788, -2.362, 1.089], [2.336, -1.097, 0.722], [2.535, -0.751, -0.292], [2.946, 0.662, 1.983], [1.332, -3.248, 3.088], [1.469, -3.153, 0.414], [-2.335, 3.094, 4.946], [-0.870, 3.234, 4.518], [-0.426, 4.624, 4.941], [-0.807, 3.089, 3.096], [-0.466, 1.776, 2.865], [-0.089, 1.091, 4.006], [0.036, 2.059, 5.036], [1.512, 2.446, 5.137], [-0.375, 1.392, 6.331], [-2.755, 2.103, 4.718], [-2.923, 3.863, 4.427], [-2.444, 3.279, 6.023], [-1.078, 5.382, 4.493], [-0.531, 4.732, 6.030], [0.617, 4.849, 4.695], [1.665, 3.087, 6.012], [2.122, 1.546, 5.285], [1.864, 2.981, 4.244], [-1.422, 1.068, 6.330], [0.270, 0.524, 6.521], [-0.231, 2.088, 7.168]], "lowdin_spin": [0.004, 0.005, 0.029, 0.065, 0.000, 0.006, 0.046, 0.000, 0.002, 0.005, 0.001, 0.002, 0.574, 0.001, 0.001, 0.000, 0.000, 0.000, 0.000, 0.000, 0.000, 0.000, 0.000, 0.000, 0.000, 0.000, 0.000, 0.070, 0.002, 0.002, 0.090, 0.080, 0.022, 0.001, 0.017, 0.017, 0.002, 0.025, 0.002, 0.004, 0.002, 0.009, 0.000, -0.001, 0.007, 0.000, 0.000, 0.000, 0.000, 0.030, 0.326, 0.029, 0.018, 0.230, 0.259, 0.011, -0.004, -0.004, 0.008, 0.000, 0.000, 0.000, 0.000, 0.001, 0.004, 0.000, 0.000, 0.000, 0.000, 0.000, 0.000, 0.000, 0.000, 0.000, 0.000, 0.000, 0.000, 0.000, 0.000, 0.000], "fmax_ev_per_a": 3.73, "spin_multiplicity": 3, "homo_ev": [0.39, 0.42], "energy_ha": -1817.29329, "total_charge": -2}

***

# 3
{"formula": "C29H42BrO9PS2", "method": "wB97M-V/def2-TZVPD", "elements": ["C", "C", "C", "C", "C", "C", "C", "P", "C", "O", "C", "C", "C", "Br", "C", "O", "C", "C", "C", "C", "C", "C", "C", "C", "C", "C", "C", "O", "H", "H", "H", "H", "H", "H", "H", "H", "H", "H", "H", "H", "H", "H", "H", "H", "H", "H", "H", "H", "H", "H", "H", "H", "H", "H", "C", "C", "O", "S", "C", "O", "O", "H", "H", "H", "H", "H", "H", "H", "H", "C", "C", "O", "S", "C", "O", "O", "H", "H", "H", "H", "H", "H", "H", "H"], "coordinates": [[7.053, 4.400, 3.735], [7.244, 3.302, 4.774], [7.417, 1.878, 4.212], [6.621, 1.547, 2.927], [5.880, 0.240, 3.049], [6.450, -0.916, 2.531], [5.862, -2.173, 2.615], [6.621, -3.667, 1.797], [8.397, -3.213, 1.855], [6.303, -3.310, 0.211], [4.620, -2.246, 3.254], [3.997, -1.100, 3.768], [4.644, 0.129, 3.674], [3.852, 1.712, 4.338], [2.638, -1.261, 4.397], [2.274, -0.578, 5.326], [1.776, -2.335, 3.830], [0.372, -2.245, 3.814], [-0.369, -1.028, 4.314], [-1.773, -0.828, 3.740], [-1.839, -0.750, 2.197], [-2.319, 0.612, 1.690], [-0.324, -3.341, 3.307], [0.321, -4.487, 2.855], [1.702, -4.572, 2.887], [2.417, -3.482, 3.361], [3.901, -3.549, 3.436], [4.484, -4.590, 3.646], [7.085, 5.377, 4.216], [7.813, 4.356, 2.955], [6.078, 4.325, 3.251], [8.151, 3.533, 5.340], [6.431, 3.321, 5.501], [8.476, 1.700, 4.025], [7.123, 1.172, 4.991], [7.307, 1.444, 2.087], [5.900, 2.326, 2.700], [7.396, -0.805, 2.027], [8.753, -3.255, 2.885], [8.607, -2.219, 1.465], [8.943, -3.928, 1.243], [6.518, -2.402, -0.033], [-0.452, -1.132, 5.400], [0.222, -0.128, 4.153], [-2.143, 0.114, 4.148], [-2.446, -1.596, 4.126], [-2.507, -1.527, 1.822], [-0.843, -0.959, 1.804], [-1.502, 1.335, 1.699], [-3.108, 0.995, 2.339], [-2.694, 0.568, 0.672], [-1.403, -3.305, 3.264], [-0.278, -5.305, 2.476], [2.235, -5.450, 2.552], [-3.041, 1.181, -5.521], [-3.992, 1.886, -4.578], [-4.848, 0.972, -3.846], [-4.202, 0.139, -2.664], [-5.701, -0.457, -1.964], [-3.575, 1.046, -1.750], [-3.464, -0.966, -3.192], [-2.310, 0.580, -4.983], [-2.507, 1.925, -6.113], [-3.592, 0.525, -6.193], [-3.464, 2.520, -3.864], [-4.686, 2.510, -5.137], [-6.271, 0.383, -1.578], [-5.419, -1.132, -1.158], [-6.254, -0.995, -2.730], [-9.622, 2.626, -5.936], [-8.897, 1.334, -6.247], [-8.606, 1.170, -7.656], [-7.432, 2.045, -8.270], [-7.262, 1.168, -9.784], [-6.264, 1.865, -7.462], [-7.902, 3.368, -8.540], [-8.997, 3.495, -6.133], [-9.903, 2.636, -4.883], [-10.522, 2.716, -6.543], [-7.967, 1.243, -5.684], [-9.519, 0.474, -6.007], [-6.926, 0.157, -9.573], [-6.519, 1.706, -10.370], [-8.220, 1.170, -10.296]], "lowdin_charge": [-0.116, -0.268, -0.191, -0.190, -0.251, -0.030, -0.247, 0.923, -0.285, -0.325, -0.090, -0.093, -0.496, 0.910, -0.295, 0.065, -0.032, -0.132, -0.145, -0.211, -0.250, -0.101, -0.017, -0.041, 0.000, -0.086, -0.306, 0.082, 0.071, 0.078, 0.059, 0.101, 0.087, 0.108, 0.109, 0.114, 0.063, 0.093, 0.046, 0.020, 0.035, 0.047, 0.129, 0.116, 0.103, 0.102, 0.099, 0.105, 0.076, 0.069, 0.044, 0.108, 0.109, 0.122, -0.069, -0.241, -0.268, 0.558, -0.121, -0.280, -0.273, 0.071, 0.084, 0.083, 0.115, 0.112, 0.074, 0.075, 0.074, -0.071, -0.245, -0.263, 0.563, -0.120, -0.281, -0.270, 0.072, 0.082, 0.085, 0.110, 0.122, 0.076, 0.078, 0.076], "fmax_ev_per_a": 0.44, "spin_multiplicity": 1, "homo_ev": -8.68, "energy_ha": -5519.14556, "total_charge": 0}